Entry 1:
{
  "formula": "C23H21FN2O2",
  "method": "the ωB97M-V functional and the def2-TZVPD basis",
  "species": ["H", "F", "H", "C", "C", "H", "N", "N", "C", "C", "O", "H", "C", "C", "C", "H", "C", "C", "C", "H", "H", "C", "C", "H", "C", "H", "H", "C", "H", "H", "H", "C", "C", "C", "H", "H", "C", "C", "C", "O", "H", "H", "H", "H", "H", "C", "C", "C", "H"],
  "xyz": [[-0.118, 1.260, 2.199], [5.603, -0.268, 2.236], [-7.041, -1.056, -1.926], [0.487, 2.534, -1.328], [0.109, -1.066, -0.303], [-1.521, 0.578, 0.491], [1.022, 2.602, 1.088], [-0.074, 1.294, -0.833], [-5.352, -1.077, -0.613], [3.477, 0.529, 2.885], [1.561, 0.070, -1.792], [-0.258, 3.054, -1.938], [-5.964, -1.070, -1.854], [-1.111, -1.660, -0.639], [3.224, 1.769, 0.418], [-2.433, -3.307, -0.288], [4.484, 0.437, 1.943], [-1.505, -2.832, -0.004], [0.915, -1.651, 0.663], [1.573, 1.339, 3.338], [-5.949, -1.060, 0.287], [-3.972, -1.098, -0.510], [-0.264, 2.063, 1.479], [1.863, -1.191, 0.900], [4.372, 1.060, 0.716], [5.169, 0.977, -0.005], [-5.659, -1.068, -3.973], [-5.189, -1.078, -3.001], [3.153, 2.226, -0.554], [3.593, 0.051, 3.845], [-3.190, -1.109, -3.794], [0.608, 0.138, -1.042], [-0.700, -3.391, 0.973], [0.904, 3.400, -0.112], [-1.764, 2.222, -0.118], [1.842, 3.921, -0.299], [-1.015, 1.507, 0.237], [-3.811, -1.104, -2.912], [2.175, 1.864, 1.336], [-1.826, -1.076, -1.651], [1.131, -3.244, 2.072], [1.338, 2.269, -1.957], [-0.859, 2.853, 1.952], [-1.016, -4.301, 1.460], [-3.501, -1.093, 0.463], [2.337, 1.245, 2.582], [-3.196, -1.123, -1.663], [0.505, -2.802, 1.313], [0.136, 4.154, 0.089]],
  "smiles": "O=C(c1ccccc1Oc1ccccc1)N1CCN(c2ccc(F)cc2)CC1",
  "homo_lumo_gap_ev": 8.4,
  "largest_force_ev_per_a": 0.6,
  "total_charge": 0,
  "lumo_energy_ev": 0.649,
  "e_homo_ev": -7.7,
  "total_energy_ev": -33984.5608
}

---

Entry 2:
{
  "formula": "C23H21N3O4",
  "method": "the ωB97M-V functional and the def2-TZVPD basis",
  "species": ["C", "H", "C", "H", "O", "O", "H", "H", "H", "H", "C", "C", "N", "H", "H", "C", "H", "C", "C", "C", "H", "H", "H", "H", "C", "H", "H", "H", "C", "C", "C", "H", "C", "C", "C", "C", "C", "C", "C", "N", "N", "C", "O", "C", "H", "C", "H", "C", "O", "H", "H"],
  "xyz": [[-2.866, -1.854, -0.485], [-2.283, -2.128, -3.764], [-3.938, 0.586, -1.221], [1.828, -0.558, -2.447], [5.560, -0.719, 2.818], [-0.150, 0.036, 0.743], [-4.354, 1.540, -1.508], [-2.455, -2.810, -0.193], [-0.394, -1.540, -0.800], [4.626, -2.823, 2.184], [-3.213, -0.155, -2.136], [3.945, -1.027, 1.245], [4.809, -0.182, 2.034], [-1.135, 1.588, 2.673], [3.130, 0.631, 0.186], [-0.007, 2.422, 0.365], [-3.414, 2.027, 3.496], [-3.582, 3.656, 0.545], [-2.302, 3.403, 0.083], [-3.984, 3.167, 1.776], [1.173, 1.498, -1.704], [0.211, 3.040, -0.506], [-4.981, 3.369, 2.139], [1.632, -3.237, -0.852], [1.333, -0.613, -1.468], [-1.993, 3.790, -0.878], [0.701, 2.679, 1.159], [3.129, -4.262, 0.811], [-3.590, -1.111, 0.431], [3.128, -3.192, 0.677], [3.965, -2.402, 1.442], [-4.265, 4.239, -0.055], [-0.458, -1.523, -2.853], [-1.841, -2.153, -2.767], [0.231, 0.954, 0.048], [-1.408, 2.671, 0.851], [2.283, -2.615, -0.258], [-4.130, 0.108, 0.064], [-3.103, 2.417, 2.538], [0.154, -1.421, -1.644], [0.970, 0.742, -1.073], [-1.821, 2.172, 2.080], [4.730, 1.016, 1.863], [3.109, -0.441, 0.306], [-4.695, 0.688, 0.776], [2.261, -1.237, -0.447], [-3.059, 0.219, -3.138], [-2.676, -1.386, -1.779], [0.067, -1.172, -3.886], [-1.732, -3.193, -2.454], [-3.729, -1.485, 1.434]],
  "smiles": "O=C(Cc1ccccc1)NC(NC(=O)Cc1ccccc1)c1cccc([N+](=O)[O-])c1",
  "homo_lumo_gap_ev": 8.7,
  "largest_force_ev_per_a": 1.3,
  "total_charge": 0,
  "lumo_energy_ev": -0.509,
  "e_homo_ev": -9.2,
  "total_energy_ev": -36851.2372
}

---

Entry 3:
{
  "formula": "C23H21N3PtS4",
  "method": "the ωB97M-V functional and the def2-TZVPD basis",
  "species": ["H", "H", "S", "N", "C", "C", "C", "C", "H", "C", "H", "C", "C", "N", "S", "C", "C", "C", "H", "H", "H", "S", "H", "H", "C", "H", "H", "H", "C", "C", "C", "H", "H", "H", "Pt", "H", "C", "C", "H", "C", "C", "C", "N", "S", "C", "H", "H", "C", "C", "C", "H", "H"],
  "xyz": [[-0.614, -1.671, 4.435], [3.501, -2.536, -1.052], [0.812, 1.489, -0.188], [-1.731, 1.792, -0.810], [1.047, 0.087, -4.522], [-3.378, 5.044, -0.939], [-0.934, 0.346, -3.499], [-0.232, 0.605, -4.688], [-1.732, -4.301, 3.007], [2.035, -1.118, -2.455], [-3.117, 6.080, -0.769], [-4.662, 4.690, -1.315], [2.668, -2.206, -0.421], [-0.158, -0.310, -2.638], [-0.483, -2.859, 0.121], [3.552, -0.104, 0.669], [-2.439, 4.032, -0.787], [-0.647, 2.400, -0.469], [-0.481, -4.916, 1.918], [-1.955, 0.594, -3.256], [-0.627, 1.105, -5.557], [-0.765, 4.140, -0.328], [2.160, -3.099, -0.059], [-6.014, 3.102, -1.825], [-1.132, -1.591, 2.361], [2.996, -3.115, 2.094], [-5.412, 5.460, -1.442], [4.569, 0.458, 3.849], [-4.068, 2.345, -1.381], [-5.002, 3.352, -1.534], [3.808, -1.405, 3.104], [-1.799, -0.429, 4.035], [3.445, 0.412, -0.278], [1.866, 0.113, -5.223], [-0.187, -0.698, -0.533], [3.909, -1.918, 4.052], [-2.770, 2.684, -1.004], [-1.484, -1.446, 3.812], [4.312, 1.622, 1.680], [3.180, -1.438, 0.774], [4.043, 0.578, 1.772], [1.072, -0.464, -3.235], [1.736, -1.442, -1.236], [-1.165, -0.223, 1.371], [-0.762, -4.080, 2.555], [-2.285, -2.130, 4.100], [-4.322, 1.306, -1.543], [-0.813, -2.799, 1.778], [4.178, -0.072, 2.991], [3.305, -2.080, 2.001], [-0.033, -4.000, 3.365], [3.010, -1.385, -2.860]],
  "homo_lumo_gap_ev": [5.8, 5.8],
  "largest_force_ev_per_a": 1.6,
  "total_charge": 0,
  "lumo_energy_ev": [-1.793, -1.794],
  "e_homo_ev": [-7.6, -7.6],
  "total_energy_ev": -75250.1504
}

---

Entry 4:
{
  "formula": "C23H21N4O8S5Y",
  "method": "the ωB97M-V functional and the def2-TZVPD basis",
  "species": ["H", "C", "O", "H", "C", "H", "O", "S", "H", "H", "H", "C", "Y", "C", "O", "S", "N", "C", "H", "C", "H", "C", "C", "C", "C", "C", "H", "N", "C", "C", "N", "H", "C", "C", "H", "S", "C", "H", "H", "S", "H", "S", "O", "O", "C", "N", "C", "H", "O", "H", "C", "C", "H", "H", "H", "C", "C", "O", "O", "H", "C", "H"],
  "xyz": [[5.584, -3.840, 1.292], [-4.420, 0.668, -3.799], [-4.499, 3.228, 1.113], [-4.466, 1.996, -5.484], [5.297, -2.802, 1.167], [-2.641, -3.016, 3.514], [-2.380, -1.395, 5.485], [3.758, 1.412, 0.774], [-1.027, 2.051, -0.570], [-2.156, 2.802, -5.129], [-2.745, 1.922, 4.474], [5.942, -0.506, 0.780], [-1.013, 0.816, 1.937], [-1.844, 1.618, -3.376], [4.278, 2.314, 1.762], [-3.733, 0.557, 0.552], [-2.056, -1.704, 1.915], [-3.880, 1.615, -4.656], [-1.970, 0.945, 5.734], [-0.280, -1.430, -3.287], [0.601, -2.596, -4.858], [4.610, -0.167, 0.876], [-1.931, -2.216, 3.283], [6.281, -1.845, 0.935], [-1.899, 1.263, 4.694], [-3.668, 0.180, -2.741], [2.888, -1.772, -4.428], [2.261, 0.828, 1.122], [-2.589, 2.078, -4.449], [2.287, -0.467, -2.832], [-1.907, 0.114, 3.794], [3.281, -0.082, -2.638], [2.275, -0.481, 1.212], [2.062, -1.404, -3.830], [6.692, 0.253, 0.597], [-1.415, -0.001, -1.146], [-0.049, -0.491, -2.290], [7.319, -2.150, 0.878], [1.378, 0.727, -1.283], [-3.299, 2.528, 0.711], [-0.845, 1.996, -3.196], [0.901, -1.436, 1.405], [-2.762, 2.994, -0.570], [0.121, 1.772, 3.471], [1.226, -0.008, -2.061], [-0.710, 1.122, -0.274], [-0.607, 2.102, 4.490], [3.174, -3.169, 1.436], [-2.236, 2.579, 1.768], [-3.021, -1.461, 1.732], [-2.105, -1.089, 4.315], [3.958, -2.446, 1.252], [-5.435, 0.317, -3.941], [-4.071, -0.557, -2.067], [-0.924, -2.618, 3.424], [-2.394, 0.680, -2.519], [3.625, -1.109, 1.110], [-0.348, 2.990, 5.292], [3.800, 1.870, -0.597], [-1.287, -1.799, -3.454], [0.776, -1.878, -4.065], [-1.763, -2.401, 1.241]],
  "homo_lumo_gap_ev": 6.7,
  "largest_force_ev_per_a": 1.7,
  "total_charge": -2,
  "lumo_energy_ev": 3.959,
  "e_homo_ev": -2.8,
  "total_energy_ev": -101758.6564
}